(1)
Entry from OMol25: a structure of composition C11H33N5O7P3Yb in a non-equilibrium geometry (the ωB97M-V functional and the def2-TZVPD basis).

Output
ΔE to the lowest compared entry with this formula, charge and spin: 1.647 eV
Lowest unoccupied orbital energy (spin up / spin down): -5.230 / -5.503 eV
HOMO level (spin up / spin down): -15.787 / -15.790 eV
Expectation value of S²: 0.751
Multiplicity: 2
Charge: +2

Structure (XYZ):
```
60
C11H33N5O7P3Yb, DFT the ωB97M-V functional and the def2-TZVPD basis
Yb -0.586 1.076 0.592
P -1.130 -1.745 -0.127
P -0.809 3.651 -1.345
P 1.160 -0.898 1.485
O 0.244 -0.016 2.259
O -0.089 2.679 1.750
O -0.456 2.168 -1.153
O -1.000 2.319 3.640
O -2.021 1.853 1.825
O -1.840 -0.608 0.539
O 0.338 -1.963 0.583
N 2.287 -1.745 2.299
N -0.701 -1.213 -1.650
N -1.048 2.283 2.470
N 1.792 0.157 0.271
N -1.719 -3.282 -0.079
C -2.186 4.116 -0.239
C -2.954 -3.478 -0.834
C 2.634 -0.489 -0.750
C -1.380 3.910 -3.049
C -1.665 -4.087 1.142
C 2.579 1.242 0.909
C 0.004 -2.140 -2.533
C 0.664 4.661 -1.010
C 2.668 -3.097 1.902
C 2.558 -1.400 3.693
C -1.638 -0.365 -2.395
H 3.751 -3.202 1.986
H 0.578 -2.842 -1.933
H -2.961 -2.814 -1.695
H 2.075 -2.101 4.377
H -2.523 -3.905 1.794
H -2.854 3.252 -0.115
H -0.689 -2.703 -3.162
H 2.762 0.192 -1.592
H -2.308 0.164 -1.707
H 2.195 -3.843 2.547
H 0.979 4.496 0.022
H 3.621 -0.744 -0.351
H -2.236 -0.953 -3.098
H 0.673 -1.576 -3.184
H 2.747 2.039 0.181
H -0.751 -3.880 1.693
H -2.337 3.406 -3.187
H -2.748 4.932 -0.685
H 2.186 -0.397 3.901
H 1.458 4.370 -1.699
H -1.664 -5.138 0.849
H 3.556 0.877 1.248
H 2.367 -3.276 0.872
H -2.989 -4.511 -1.181
H -1.820 4.454 0.732
H -1.507 4.972 -3.243
H -1.064 0.365 -2.971
H -0.653 3.502 -3.748
H 0.443 5.716 -1.152
H -3.841 -3.277 -0.228
H 2.051 1.663 1.772
H 2.160 -1.398 -1.110
H 3.634 -1.430 3.870
```

(2)
Entry from OMol25: a structure of composition C32H39F2InNO6 in a non-equilibrium geometry (the ωB97M-V functional and the def2-TZVPD basis).

Output
ΔE to the lowest compared entry with this formula, charge and spin: 2.993 eV
Lowest unoccupied orbital energy: -0.555 eV
HOMO level: -4.779 eV
Charge: -1

Structure (XYZ):
```
81
C32H39F2InNO6, DFT the ωB97M-V functional and the def2-TZVPD basis
In -0.333 1.983 -3.497
F -0.739 -0.596 -5.488
F 0.119 -1.936 -2.617
O -4.547 -2.700 2.367
O -4.417 -3.223 9.052
O -6.522 -8.077 9.350
O -7.557 -2.315 6.710
O 1.173 -0.301 -1.539
O 1.408 -1.106 -5.523
N 0.809 0.154 -3.711
C -7.450 -2.771 4.403
C 2.243 4.705 -3.628
C 0.714 -0.679 -2.580
C -2.997 0.945 -2.256
C -6.694 -2.867 3.310
C 5.520 4.075 -2.512
C -4.848 -6.593 10.079
C -6.092 -4.707 8.323
C -4.652 -2.243 4.671
C 8.262 0.132 -3.647
C 4.147 3.298 -2.409
C 2.036 3.586 -4.728
C 0.466 3.439 -5.058
C -3.851 -0.244 -2.260
C 2.872 4.213 -2.269
C -2.747 0.845 0.315
C -3.590 -0.360 0.309
C -5.236 -2.611 3.361
C -6.619 -5.928 8.397
C 8.454 1.715 -3.836
C -6.039 -6.964 9.281
C 9.130 -0.404 -2.416
C 7.015 2.380 -3.777
C 6.681 2.978 -2.354
C -5.408 -2.148 5.764
C -2.569 1.715 -3.565
C 0.537 -0.542 -4.932
C -4.129 -0.867 -0.947
C -4.320 -5.372 10.005
C -4.901 -4.336 9.121
C -2.470 1.479 -0.975
C -6.865 -2.404 5.712
H 3.212 5.144 -1.716
H 10.119 -0.786 -2.794
H -1.840 2.393 -0.973
H 2.133 3.719 -1.586
H 8.536 -1.196 -1.890
H -3.047 2.736 -3.601
H 1.209 5.095 -3.378
H -3.791 -0.861 1.294
H 6.216 1.653 -4.101
H 0.371 2.975 -6.084
H 7.194 -0.118 -3.392
H 4.202 2.683 -1.460
H -7.489 -6.217 7.821
H 8.491 -0.407 -4.607
H -4.998 -1.881 6.730
H 2.613 3.866 -5.661
H -4.436 -7.363 10.719
H 0.165 2.693 -1.910
H -6.503 -3.936 7.682
H 4.112 2.560 -3.249
H 6.999 3.195 -4.558
H 5.577 4.512 -3.549
H 2.376 2.563 -4.426
H 9.295 0.462 -1.717
H -2.932 1.170 -4.486
H -3.585 -2.059 4.689
H -4.781 -1.772 -0.912
H 5.622 4.845 -1.703
H -3.451 -5.083 10.581
H 9.143 2.120 -3.045
H -8.517 -2.956 4.385
H 8.900 1.888 -4.859
H 2.782 5.599 -4.063
H 6.259 2.121 -1.747
H -7.104 -3.134 2.344
H 7.567 3.369 -1.793
H -2.291 1.284 1.234
H -0.069 4.423 -5.006
H -4.250 -0.648 -3.219
```

(3)
Entry from OMol25: an isolated molecule of C4H8O3 (the ωB97M-V functional and the def2-TZVPD basis).

Output
SMILES: C[C@@H](O)COC=O
ΔE to the lowest compared entry with this formula, charge and spin: 1.086 eV
Lowest unoccupied orbital energy: 0.922 eV
HOMO level: -10.420 eV

Structure (XYZ):
```
15
C4H8O3, DFT the ωB97M-V functional and the def2-TZVPD basis
O -1.226 1.359 0.470
O -0.696 -1.006 -0.712
O -1.717 -0.430 1.774
C 0.158 0.976 0.449
C 0.340 -0.037 -0.693
C -2.047 0.501 1.080
C 1.667 -0.778 -0.778
H 2.526 -0.172 -1.077
H -3.088 0.781 0.871
H 0.706 1.899 0.239
H 1.466 -1.521 -1.553
H -0.680 -1.488 0.130
H 0.198 0.528 -1.620
H 1.913 -1.313 0.147
H 0.450 0.604 1.437
```

(4)
Entry from OMol25: a cluster of 2 separate species, C2H5BrNO in total in a non-equilibrium geometry (the ωB97M-V functional and the def2-TZVPD basis).

Output
ΔE to the lowest compared entry with this formula, charge and spin: 1.229 eV
Lowest unoccupied orbital energy (spin up / spin down): -5.840 / -6.771 eV
HOMO level (spin up / spin down): -11.636 / -14.945 eV
Expectation value of S²: 2.007
Multiplicity: 3
Charge: +1

Structure (XYZ):
```
10
C2H5BrNO, DFT the ωB97M-V functional and the def2-TZVPD basis
Br -2.231 0.657 0.055
O -1.867 -2.097 0.049
N 0.760 1.418 -0.036
C 1.556 0.359 0.018
C -1.131 -1.061 0.260
H -1.339 -2.881 -0.145
H -0.053 1.656 0.495
H 0.860 2.285 -0.670
H 2.259 0.044 -0.805
H 1.186 -0.382 0.780
```

(5)
Entry from OMol25: a structure of composition C45H57KN3P2 in a non-equilibrium geometry (the ωB97M-V functional and the def2-TZVPD basis).

Output
ΔE to the lowest compared entry with this formula, charge and spin: 2.008 eV
Lowest unoccupied orbital energy (spin up / spin down): 2.074 / 2.067 eV
HOMO level (spin up / spin down): -3.546 / -2.747 eV
Charge: -1

Structure (XYZ):
```
108
C45H57KN3P2, DFT the ωB97M-V functional and the def2-TZVPD basis
K 0.490 0.184 0.004
P -0.640 -0.988 2.356
P -0.561 -0.305 -2.631
N 1.521 -2.026 0.660
N -1.980 0.394 -0.139
N 1.006 -3.231 0.702
C -3.041 -4.001 0.676
C -3.660 3.014 -2.127
C -0.774 -4.695 0.417
C -1.267 -2.434 1.210
C -0.146 3.430 -1.052
C -3.204 2.299 -1.050
C -0.103 -0.247 -4.460
C 1.338 -0.730 -4.620
C 0.168 0.673 3.413
C -2.415 1.604 -3.579
C -1.944 0.856 -2.505
C -0.703 -2.070 3.907
C 4.978 -0.882 0.182
C -2.248 -0.138 2.221
C -0.328 -3.400 0.767
C -5.220 0.280 4.561
C 1.091 3.449 0.995
C -3.065 -0.115 3.340
C -2.715 -2.226 -2.942
C -0.187 0.986 4.860
C -1.757 -3.170 4.014
C -1.014 -0.941 -5.468
C 0.686 -2.698 4.007
C -2.114 -4.975 0.326
C -4.160 0.507 0.926
C 1.672 0.732 3.235
C 2.182 2.802 -1.054
C 0.984 3.006 -1.727
C 3.623 -0.867 0.434
C 3.414 2.380 -1.797
C 4.955 -3.272 0.126
C 2.888 -2.058 0.546
C -0.360 -3.094 -2.597
C -2.602 -2.800 1.215
C -2.764 0.296 0.967
C 2.224 3.042 0.314
C 3.605 -3.266 0.381
C -0.099 3.636 0.315
C -3.313 2.648 -3.426
C -1.348 -1.967 -2.320
C -4.954 0.505 2.049
C -4.403 0.254 3.299
C -2.396 1.143 -1.183
C 5.661 -2.080 0.024
C -3.862 3.390 -4.612
H -3.652 2.849 -5.533
H -1.729 -3.594 5.024
H -4.100 -4.179 0.542
H 1.418 -1.801 -4.454
H -3.348 -2.104 1.574
H 0.768 -3.305 4.908
H -4.672 0.783 5.359
H -0.833 -1.403 4.764
H 0.603 -2.876 -2.136
H 5.520 0.053 0.102
H -2.061 -0.724 -5.275
H 0.272 0.277 5.548
H -1.059 3.607 -1.594
H 0.189 1.981 5.116
H -2.647 -2.500 -3.992
H 3.107 0.080 0.543
H -4.294 3.879 -1.965
H -4.941 3.516 -4.522
H 3.160 2.924 0.847
H 2.051 1.738 3.441
H -0.283 1.449 2.777
H -0.212 -3.241 -3.666
H -3.418 4.385 -4.692
H 2.172 0.045 3.918
H -6.018 0.691 1.949
H -5.446 -0.733 4.903
H -2.761 -2.791 3.833
H 0.936 2.847 -2.795
H -2.097 1.373 -4.585
H 1.144 3.644 2.057
H -0.774 -0.600 -6.477
H -6.164 0.801 4.406
H -2.446 -5.946 -0.024
H 1.448 -1.928 4.034
H 3.994 3.257 -2.091
H 1.932 0.461 2.214
H 3.048 -4.189 0.447
H -1.556 -3.971 3.306
H -3.195 -3.045 -2.408
H -0.986 3.955 0.841
H 1.986 -0.232 -3.899
H -1.260 0.996 5.017
H 1.700 -0.512 -5.626
H 3.147 1.831 -2.697
H -3.345 -1.344 -2.850
H -3.445 2.635 -0.051
H -0.873 -2.019 -5.438
H -1.488 -1.910 -1.234
H 4.045 1.747 -1.176
H 0.875 -3.329 3.144
H 6.722 -2.084 -0.185
H -4.622 0.654 -0.040
H 5.472 -4.216 -0.002
H -0.025 -5.444 0.196
H -0.095 0.831 -4.674
H -0.730 -4.024 -2.167
H -2.660 -0.420 4.293
```

(6)
Entry from OMol25: a structure of composition C7H18I3OP2Pm in a non-equilibrium geometry (the ωB97M-V functional and the def2-TZVPD basis).

Output
ΔE to the lowest compared entry with this formula, charge and spin: 4.782 eV
Lowest unoccupied orbital energy (spin up / spin down): -9.336 / -9.088 eV
HOMO level (spin up / spin down): -14.824 / -14.824 eV
Expectation value of S²: 6.055
Multiplicity: 5
Charge: +2

Structure (XYZ):
```
32
C7H18I3OP2Pm, DFT the ωB97M-V functional and the def2-TZVPD basis
Pm 0.002 -0.105 0.196
I 0.272 -0.567 -4.993
I 0.005 -0.478 3.237
I -0.294 1.874 -4.346
P 2.386 -0.086 0.187
P -2.381 -0.169 0.180
O -0.053 2.941 0.983
C -0.034 1.876 0.701
C -3.294 1.332 0.572
C 3.008 -0.593 -1.429
C -2.980 -0.701 -1.437
C 3.022 -1.318 1.349
C -2.978 -1.421 1.342
C 3.245 1.446 0.585
H -3.038 2.127 -0.139
H -3.036 1.682 1.579
H 4.323 1.274 0.537
H 2.540 -1.544 -1.713
H 2.965 2.232 -0.127
H -4.060 -0.855 -1.386
H 4.105 -1.393 1.233
H 2.748 0.158 -2.183
H -4.365 1.123 0.518
H -2.477 -1.635 -1.719
H 2.970 1.786 1.590
H -2.473 -2.373 1.136
H -2.741 -1.120 2.370
H 4.093 -0.709 -1.375
H -2.745 0.059 -2.192
H 2.549 -2.286 1.141
H -4.057 -1.532 1.225
H 2.774 -1.027 2.377
```

(7)
Entry from OMol25: an isolated molecule of C3H5N3OS in a non-equilibrium geometry (the ωB97M-V functional and the def2-TZVPD basis).

Output
SMILES: CNc1nc(=S)o[nH]1
ΔE to the lowest compared entry with this formula, charge and spin: 3.146 eV
Lowest unoccupied orbital energy: 0.172 eV
HOMO level: -8.287 eV

Structure (XYZ):
```
13
C3H5N3OS, DFT the ωB97M-V functional and the def2-TZVPD basis
S -4.876 0.833 -0.108
O -3.433 -1.315 0.064
N -2.174 0.590 0.043
N -0.039 -0.398 0.077
N -2.085 -1.781 0.081
C 0.637 0.879 0.098
C -3.423 0.102 0.030
C -1.328 -0.420 0.014
H -0.056 1.581 0.853
H 0.594 1.283 -0.932
H -1.942 -2.389 -0.690
H 1.664 0.907 0.552
H 0.583 -1.304 -0.114
```

(8)
Entry from OMol25: the ion C2H8N3O with charge +1 in a non-equilibrium geometry (the ωB97M-V functional and the def2-TZVPD basis).

Output
SMILES: NN[C@]1([NH3+])CO1
ΔE to the lowest compared entry with this formula, charge and spin: 3.942 eV
Lowest unoccupied orbital energy: -3.293 eV
HOMO level: -14.521 eV
Charge: +1

Structure (XYZ):
```
14
C2H8N3O, DFT the ωB97M-V functional and the def2-TZVPD basis
O 0.322 -0.062 1.972
N -0.411 -0.999 -0.136
N -1.214 -0.348 -1.123
N 0.225 1.353 -0.073
C 1.557 -0.521 1.427
C 0.420 -0.113 0.618
H 1.724 -1.584 1.561
H -0.065 2.036 0.625
H -1.114 -0.845 -2.007
H 1.096 1.645 -0.524
H -0.523 1.015 -0.812
H 2.403 0.132 1.582
H -0.939 -1.609 0.483
H -2.201 -0.294 -0.879
```

(9)
Entry from OMol25: a cluster of 8 separate species, C23H40Cl2F2NO22S2 in total in a non-equilibrium geometry (the ωB97M-V functional and the def2-TZVPD basis).

Output
Lowest unoccupied orbital energy: 2.130 eV
HOMO level: -8.470 eV
Charge: -1

Structure (XYZ):
```
92
C23H40Cl2F2NO22S2, DFT the ωB97M-V functional and the def2-TZVPD basis
Cl -3.353 3.588 -1.479
Cl -1.362 4.648 -3.694
S -2.178 -1.611 0.265
S 0.136 -0.896 -0.369
F -2.902 -3.015 0.626
F 1.013 -1.308 -1.654
O -8.723 -3.509 2.054
O 0.859 -4.854 -3.970
O 3.804 3.482 0.019
O -1.925 5.231 2.654
O -0.388 3.777 2.051
O 2.786 -5.872 -4.399
O 1.125 -1.044 0.649
O -3.190 -0.949 -0.520
O 2.127 -5.496 -2.277
O -7.416 -2.069 0.956
O 4.200 -1.712 -0.569
O 4.074 0.145 -1.821
O 0.405 -5.097 3.140
O -0.361 0.379 -0.794
O -2.566 3.172 2.282
O 2.585 2.793 -1.757
O 0.507 -3.242 4.293
O -1.929 -1.059 1.586
O 2.028 2.119 0.182
O 3.649 -1.911 -2.629
O -6.591 -3.125 2.692
O 0.697 -5.173 5.395
N -0.973 -2.169 -0.501
C 0.074 -4.064 2.204
C 1.284 -4.480 -1.686
C 0.561 -2.798 2.952
C 2.020 -5.400 -3.607
C 0.571 -4.557 4.370
C 4.013 -2.257 -4.964
C -1.534 4.024 2.267
C -5.614 -2.150 2.342
C -3.258 5.545 3.106
C 4.918 -1.014 0.453
C -3.308 5.394 4.599
C 2.078 1.993 1.593
C 2.864 2.895 -0.464
C -0.684 4.091 -2.132
C 3.992 -1.042 -1.673
C -2.279 1.806 2.014
C -1.614 3.110 -1.420
C 0.349 -4.094 -2.867
C 3.490 3.241 -2.746
C 3.268 -1.443 -3.918
C 3.573 4.766 -2.720
C -7.672 -2.939 1.929
C -6.019 -1.716 0.903
H 2.520 2.873 2.055
H -0.167 -2.009 2.774
H -5.494 -2.186 0.079
H -3.207 1.273 1.838
H 1.072 1.829 1.963
H 4.330 5.166 -3.399
H 4.481 2.825 -2.557
H 0.608 -4.825 -0.908
H 1.541 -2.419 2.670
H 4.366 -0.123 0.751
H 5.037 -2.410 -4.631
H 0.613 -4.191 1.269
H 5.872 -0.665 0.056
H 1.871 -3.622 -1.372
H -3.347 6.594 2.838
H -5.696 -1.319 3.046
H 2.647 5.150 -3.159
H 3.529 -3.205 -5.205
H 0.440 -3.042 -3.128
H 4.045 -1.751 -5.932
H -1.558 2.134 -1.894
H 5.065 -1.703 1.276
H 2.179 -1.443 -3.996
H -1.414 2.978 -0.363
H -4.612 -2.564 2.417
H -1.006 -4.086 2.060
H -0.565 4.951 -1.472
H -4.018 4.942 2.616
H -3.127 4.394 4.988
H 3.584 -0.396 -3.963
H 3.191 2.952 -3.751
H -1.736 1.297 2.814
H 3.745 5.088 -1.698
H -4.179 5.853 5.073
H 2.686 1.117 1.826
H -1.614 1.685 1.157
H -5.993 -0.630 0.900
H -0.692 -4.373 -2.722
H -2.527 6.014 5.058
H 0.317 3.714 -2.322
```